Computed, not measured: a structure of composition C38H92N6O19V, with ωB97M-V with the def2-TZVPD basis set.

Summary:
HOMO energy (spin up / spin down)   -0.226 / -0.226 Eh
E   -114415.369 eV
Lowest unoccupied orbital energy (spin up / spin down)   0.99 / 1.99 eV
F_max   4.2 eV Å⁻¹
Charge   -1
Multiplicity   3

The geometry in XYZ format:
```
156
Properties=species:S:1:pos:R:3:lowdin_spin:R:1
V 0.95 0.89 -0.81 1.958
N -1.08 3.14 -2.16 0.001
O -0.43 2.18 -1.73 0.003
O -2.11 2.90 -2.76 0.003
O -0.65 4.29 -2.22 0.003
N -1.76 0.69 1.12 0.001
O -2.10 0.56 2.28 0.002
O -2.56 0.65 0.20 0.003
O -0.54 0.83 0.77 0.010
N 3.20 1.64 -3.27 0.001
O 4.34 1.96 -2.90 0.004
O 2.31 1.33 -2.44 0.018
O 2.90 1.68 -4.43 0.003
C 4.45 -1.10 0.99 -0.002
C 3.19 -1.59 0.35 -0.003
O 2.28 -0.54 -0.01 -0.031
H 4.27 -0.50 1.89 0.000
H 5.01 -0.52 0.27 0.000
H 5.14 -1.90 1.27 0.000
H 2.65 -2.15 1.12 -0.002
H 3.44 -2.27 -0.47 0.002
C 2.09 -4.10 -2.95 0.000
C 2.82 -3.21 -3.92 0.000
C 4.35 -3.32 -3.64 0.000
C 5.01 -4.64 -4.03 0.000
C 4.78 -4.88 -5.52 0.000
C 3.26 -4.77 -5.95 0.000
N 2.63 -3.55 -5.36 0.000
O 1.29 -3.47 -5.75 0.000
C 3.36 -4.74 -7.50 0.000
C 2.61 -6.09 -5.46 0.000
C 2.54 -1.70 -3.71 0.000
H 2.48 -5.10 -2.74 0.000
H 1.04 -4.33 -3.18 0.000
H 2.00 -3.66 -1.96 0.000
H 4.86 -2.54 -4.20 0.000
H 4.49 -3.28 -2.56 0.000
H 4.68 -5.49 -3.44 0.000
H 6.07 -4.62 -3.81 0.000
H 5.17 -5.83 -5.87 0.000
H 5.27 -4.06 -6.05 0.000
H 3.91 -3.88 -7.87 0.000
H 3.67 -5.67 -7.96 0.000
H 2.39 -4.43 -7.89 0.000
H 2.81 -6.97 -6.07 0.000
H 2.83 -6.30 -4.41 0.000
H 1.53 -6.00 -5.50 0.000
H 1.49 -1.44 -3.82 0.000
H 3.06 -1.16 -4.51 0.000
H 2.93 -1.36 -2.75 0.000
H 1.28 -2.81 -6.44 0.000
C -4.74 6.81 1.58 0.000
C -4.67 5.44 2.28 0.000
C -4.04 4.45 1.25 0.000
C -2.55 4.49 1.00 0.000
C -1.92 4.18 2.39 0.000
C -2.27 5.27 3.45 0.000
N -3.77 5.49 3.50 0.000
O -4.19 6.39 4.45 0.000
C -1.85 4.61 4.78 0.000
C -1.42 6.56 3.12 0.000
C -6.03 4.86 2.67 0.000
H -3.81 7.06 1.06 0.000
H -4.94 7.59 2.31 0.000
H -5.59 6.94 0.91 0.000
H -4.28 3.43 1.54 0.000
H -4.41 4.57 0.23 0.000
H -2.28 5.49 0.66 0.000
H -2.32 3.68 0.31 0.000
H -0.83 4.15 2.29 0.000
H -2.28 3.23 2.77 0.000
H -0.79 4.44 4.95 0.000
H -2.23 5.10 5.68 0.000
H -2.28 3.62 4.91 0.000
H -1.83 7.10 2.27 0.000
H -1.51 7.18 4.01 0.000
H -0.34 6.47 3.00 0.000
H -6.66 4.83 1.78 0.000
H -6.57 5.51 3.36 0.000
H -5.89 3.84 3.01 0.000
H -4.39 5.89 5.25 0.000
C -1.59 -4.81 5.24 0.000
C -0.56 -5.16 4.11 0.000
C -1.23 -4.58 2.77 0.000
C -1.09 -3.02 2.60 0.000
C 0.45 -2.83 2.69 0.000
C 1.05 -3.14 4.11 0.000
N 0.77 -4.56 4.30 0.000
O 1.42 -5.09 5.42 0.000
C 2.58 -2.93 3.93 0.000
C 0.50 -2.20 5.19 0.000
C -0.51 -6.68 3.89 0.000
H -2.03 -3.81 5.20 0.000
H -1.21 -4.94 6.25 0.000
H -2.43 -5.50 5.21 0.000
H -0.88 -5.18 1.93 0.000
H -2.30 -4.74 2.87 0.000
H -1.63 -2.45 3.35 0.000
H -1.35 -2.62 1.62 0.000
H 0.64 -1.77 2.52 0.000
H 0.92 -3.50 1.98 0.000
H 3.08 -3.08 4.89 0.000
H 3.08 -3.63 3.26 0.000
H 2.87 -1.92 3.66 0.000
H -0.58 -2.20 5.35 0.000
H 0.82 -2.55 6.18 0.000
H 0.78 -1.16 5.00 0.000
H 0.23 -6.99 3.16 0.000
H -1.46 -7.14 3.60 0.000
H -0.18 -7.08 4.85 0.000
H 0.85 -4.76 6.12 0.000
C 1.00 1.82 4.38 0.000
C 2.31 1.51 3.65 0.000
O 2.59 2.62 2.81 0.000
H 0.29 2.07 3.59 0.000
H 1.08 2.61 5.13 0.000
H 0.64 0.94 4.92 0.000
H 2.15 0.56 3.14 0.000
H 3.09 1.41 4.40 0.000
H 2.93 3.34 3.33 0.000
C -6.96 2.14 -0.80 0.000
C -5.77 1.20 -0.49 0.000
O -4.69 1.84 -1.12 0.000
H -7.29 2.43 -1.79 0.000
H -6.75 3.06 -0.25 0.000
H -7.80 1.63 -0.34 0.000
H -5.91 0.23 -0.96 0.000
H -5.44 1.02 0.53 0.000
H -3.91 1.40 -0.78 0.000
C 1.32 4.69 0.56 0.000
C 2.23 3.67 -0.19 0.002
O 1.82 2.43 0.34 0.011
H 1.33 4.78 1.65 0.000
H 0.27 4.60 0.29 0.000
H 1.60 5.69 0.24 0.000
H 3.29 3.85 0.00 0.000
H 2.00 3.86 -1.24 0.000
H 2.14 2.53 1.24 0.000
C -1.08 -0.89 -5.46 0.000
O -0.81 0.04 -4.43 0.000
H -0.76 -0.47 -6.41 0.000
H -0.51 -1.82 -5.40 0.000
H -2.14 -1.16 -5.49 0.000
H -0.68 0.88 -4.87 0.000
C -0.58 -1.88 -1.55 0.001
O -0.05 -0.58 -1.97 0.012
H -0.57 -2.58 -2.38 0.000
H 0.02 -2.29 -0.74 0.000
H -1.59 -1.72 -1.17 0.000
H -0.48 -0.42 -2.81 0.001
C 0.04 3.17 -5.63 0.000
O 0.67 2.04 -6.20 0.000
H 0.77 3.89 -5.24 0.000
H -0.63 3.76 -6.26 0.000
H -0.51 2.80 -4.77 0.000
H 1.45 1.84 -5.67 0.000
```